1.
Here is 2 unconnected molecules or ions with the total composition C11H21N3 at a distorted geometry from the OMol25 dataset. Energies are from wB97M-V/def2-TZVPD.

Structure (XYZ):
```
35
Properties=species:S:1:pos:R:3:forces:R:3:mulliken_charge:R:1
C 2.457 -2.315 0.522 -0.75 -0.06 0.68 0.504
C 1.873 -0.102 -0.194 -0.44 -1.00 -0.33 0.162
C 3.533 1.756 -1.074 -1.22 0.19 -1.03 -1.371
C 1.751 2.248 0.541 0.43 -1.14 -1.14 -1.469
C -0.804 -0.415 -2.400 0.19 0.13 3.21 -1.920
C -3.110 -0.815 -1.543 -0.43 -0.04 5.10 -1.500
C -1.992 0.527 2.175 1.58 0.03 -0.16 -1.572
C -0.643 -1.539 2.196 -1.11 0.90 -1.87 -1.439
C 2.055 1.293 -0.667 3.59 0.14 3.29 0.703
C -1.597 -0.955 -1.235 -0.65 -0.41 -0.14 0.810
C -1.661 -0.703 1.274 -2.26 -2.21 2.20 0.675
N 2.421 -3.389 0.939 0.12 -0.47 -0.15 -0.517
N 2.552 -1.055 0.213 1.02 1.81 -0.83 -0.529
N -1.124 -0.396 -0.001 0.11 0.91 0.28 -0.110
H 3.677 1.633 -2.165 0.03 0.23 0.56 0.363
H 3.688 2.812 -0.768 -0.30 -0.53 -0.57 0.313
H 4.315 1.232 -0.585 0.46 -0.89 0.58 0.358
H 2.534 2.457 1.231 0.96 -1.17 0.81 0.455
H 0.845 2.078 1.033 -1.45 -0.19 0.63 0.089
H 1.813 3.153 0.060 -1.01 2.55 -1.13 0.535
H 0.215 -0.588 -2.242 1.69 -1.03 -0.11 0.330
H -1.210 -0.833 -3.220 -0.83 -1.06 -3.25 0.598
H -0.824 0.610 -2.347 -0.68 2.73 -0.50 0.434
H -3.458 0.164 -1.190 0.03 0.02 -0.43 0.325
H -3.763 -1.553 -0.954 1.10 0.85 -0.72 0.297
H -3.316 -0.962 -2.520 -0.51 -0.31 -3.20 0.547
H -1.494 1.454 1.899 0.68 -0.22 -0.04 0.263
H -2.964 0.835 2.210 -3.17 0.46 -0.94 0.499
H -1.901 0.356 3.249 0.96 -0.36 -0.09 0.390
H -1.028 -1.639 3.207 -0.05 -0.25 -0.19 0.463
H 0.238 -0.958 2.170 1.22 0.69 0.44 0.251
H -0.406 -2.441 1.681 0.06 -1.06 0.07 0.395
H 1.397 1.455 -1.450 -1.42 0.44 -1.34 0.357
H -1.422 -2.011 -1.312 0.23 -1.12 0.69 0.184
H -2.645 -1.397 1.268 1.83 1.43 -0.36 0.128
```
Positions in Å, forces in eV/Å.

Kohn-Sham gap (alpha / beta) ... 9.2191 / 7.1467 eV
Highest occupied orbital energy (alpha / beta) ... -9.064 / -7.478 eV
ΔE to the lowest compared entry with this formula, charge and spin ... 141.36 kcal/mol
Molar mass ... 195.3 Da
Total charge ... 0
Calculated total energy ... -16211.2458 eV

2.
Here is a molecular structure, C6H8N at a distorted geometry from the OMol25 dataset. Energies are from wB97M-V/def2-TZVPD.

Structure (XYZ):
```
15
Properties=species:S:1:pos:R:3:forces:R:3:mulliken_charge:R:1
C -0.375 1.067 0.170 0.27 -1.29 -0.44 -0.313
C 1.059 1.264 -0.277 -0.73 3.17 2.03 -0.230
C -1.842 -0.586 -0.118 -0.58 -1.28 -1.27 -0.307
C 1.021 -0.917 -0.127 -1.14 -2.58 1.09 -0.636
C -0.443 -0.484 0.460 1.62 0.55 1.15 0.105
C -2.222 0.800 -0.332 2.10 -0.14 -0.05 -0.325
N 1.862 0.241 -0.164 -1.93 1.94 -0.98 -0.026
H -0.695 1.821 0.902 0.53 -0.14 -0.02 0.327
H 1.399 2.334 -0.268 0.19 -1.26 -0.60 0.370
H -2.060 -0.700 -1.301 0.87 0.25 1.26 0.277
H -2.535 -1.364 0.280 0.17 0.73 -0.24 0.477
H 1.606 -1.545 0.593 -1.19 -0.69 -1.12 0.363
H 0.847 -1.252 -1.159 0.57 -0.63 0.47 0.309
H -0.517 -0.859 1.534 0.29 0.91 -1.11 0.328
H 2.896 0.180 -0.194 -1.03 0.45 -0.16 0.282
```
Positions in Å, forces in eV/Å.

Kohn-Sham gap ... 8.1548 eV
Highest occupied orbital energy ... -13.426 eV
ΔE to the lowest compared entry with this formula, charge and spin ... 181.94 kcal/mol
Molar mass ... 94.1 Da
Total charge ... +1
Calculated total energy ... -7827.7985 eV

3.
Here is C2H6INO in the gas phase at a distorted geometry from the OMol25 dataset. Energies are from wB97M-V/def2-TZVPD.

Structure (XYZ):
```
11
Properties=species:S:1:pos:R:3:forces:R:3:mulliken_charge:R:1
C 0.082 1.283 0.028 0.38 2.06 0.46 -0.599
N -0.677 0.086 0.380 0.57 -2.26 -0.10 -0.473
I -2.676 -0.045 -0.007 0.09 0.35 -0.18 0.093
C 0.000 -1.219 -0.220 0.95 5.99 -1.98 -0.448
O 1.344 -1.132 0.120 0.06 -0.73 -1.12 -0.494
H 0.759 1.504 0.885 -0.30 -0.21 -0.48 0.230
H 0.748 1.247 -0.847 -0.40 -0.59 -0.07 0.279
H -0.467 2.277 -0.093 -0.06 -1.71 0.22 0.280
H -0.025 -0.969 -1.316 -0.06 -1.07 0.67 0.401
H -0.472 -2.091 0.032 -1.44 -1.95 0.97 0.400
H 1.384 -0.941 1.036 0.21 0.12 1.63 0.331
```
Positions in Å, forces in eV/Å.

Kohn-Sham gap ... 8.7105 eV
Highest occupied orbital energy ... -8.604 eV
ΔE to the lowest compared entry with this formula, charge and spin ... 9.66 kcal/mol
Molar mass ... 187.0 Da
Total charge ... 0
Calculated total energy ... -13807.6007 eV
SMILES ... CN(I)CO

4.
Here is 2 unconnected molecules or ions with the total composition C4H13N2O at a distorted geometry from the OMol25 dataset. Energies are from wB97M-V/def2-TZVPD.

Structure (XYZ):
```
20
Properties=species:S:1:pos:R:3:forces:R:3:mulliken_charge:R:1
N 0.284 -0.971 1.546 -0.61 -0.05 -2.27 -0.074
C -0.356 -1.806 0.483 0.63 -1.53 0.59 -0.576
C -1.583 -1.161 -0.048 -0.95 0.94 -0.38 -0.256
N -2.117 -1.921 -1.152 1.00 -0.46 -0.23 -0.571
H 0.598 -0.089 1.085 0.39 0.50 0.36 0.175
H -0.384 -0.730 2.205 -1.65 0.65 1.91 0.367
H 1.063 -1.350 2.014 1.25 -0.96 0.55 0.368
H 0.433 -1.948 -0.244 -0.10 -0.16 -0.45 0.330
H -0.668 -2.779 0.871 0.47 0.06 0.13 0.343
H -2.355 -1.110 0.739 0.32 0.05 -0.20 0.386
H -1.335 -0.143 -0.350 -0.07 0.51 0.12 0.147
H -3.080 -1.741 -1.336 -0.55 0.16 -0.03 0.241
H -1.583 -1.765 -2.007 -0.28 -0.11 0.26 0.211
O 1.447 1.217 0.796 0.76 0.70 -0.64 -0.655
C 1.174 1.906 -0.174 -2.23 -0.41 -0.20 0.516
C 1.917 2.960 -0.846 2.00 0.22 1.01 -1.071
H 0.169 1.768 -0.621 -0.03 -0.26 -0.02 0.183
H 2.153 2.662 -1.877 -0.14 0.12 0.21 0.316
H 2.830 3.084 -0.247 0.12 0.21 -0.57 0.294
H 1.393 3.916 -0.835 -0.34 -0.18 -0.16 0.325
```
Positions in Å, forces in eV/Å.

Kohn-Sham gap ... 10.2421 eV
Highest occupied orbital energy ... -13.261 eV
ΔE to the lowest compared entry with this formula, charge and spin ... 43.37 kcal/mol
Molar mass ... 105.2 Da
Total charge ... +1
Calculated total energy ... -9379.7029 eV

5.
Here is a molecular structure, C4H6N at a distorted geometry from the OMol25 dataset. Energies are from wB97M-V/def2-TZVPD.

Structure (XYZ):
```
11
Properties=species:S:1:pos:R:3:forces:R:3:mulliken_charge:R:1
C -1.016 1.029 -0.010 -0.14 -0.58 -0.77 -0.223
C 0.269 1.014 0.122 0.51 0.74 0.38 0.098
C -0.977 -0.496 -0.013 -2.08 0.47 -3.25 -0.405
C 1.470 0.285 -0.165 -0.43 -0.88 -1.68 -0.199
N 0.427 -0.755 0.181 0.94 -1.28 -0.01 -0.155
H -1.870 1.658 -0.247 0.61 0.19 0.21 0.408
H -1.558 -0.801 0.815 -0.46 -0.91 0.76 0.322
H -1.327 -0.940 -1.033 0.13 0.78 1.84 0.286
H 1.893 0.257 -1.269 -0.87 0.16 2.40 0.256
H 2.143 0.142 0.653 0.95 0.63 0.04 0.293
H 0.547 -1.392 0.966 0.85 0.69 0.06 0.319
```
Positions in Å, forces in eV/Å.

Kohn-Sham gap ... 10.0661 eV
Highest occupied orbital energy ... -15.321 eV
ΔE to the lowest compared entry with this formula, charge and spin ... 82.26 kcal/mol
Molar mass ... 68.1 Da
Total charge ... +1
Calculated total energy ... -5723.2333 eV

6.
Here is a gas-phase ion, C3H3BrNO2 (charge -1) at a distorted geometry from the OMol25 dataset. Energies are from wB97M-V/def2-TZVPD.

Structure (XYZ):
```
10
Properties=species:S:1:pos:R:3:forces:R:3:mulliken_charge:R:1
C 0.559 0.970 0.183 -1.36 -3.23 0.34 -1.459
C -0.322 -0.244 -0.142 -3.04 1.64 -0.51 0.995
N -1.613 -0.238 -0.412 2.93 0.01 0.84 -0.561
Br -2.624 1.531 -0.233 0.69 -0.52 -0.04 -0.313
C 0.377 -1.653 -0.129 -0.33 1.12 0.17 0.447
O 0.848 -1.807 1.006 0.23 -0.72 0.02 -0.676
O 0.371 -2.250 -1.196 0.32 -0.76 -0.18 -0.663
H 0.986 1.318 -0.672 0.79 1.43 -2.55 0.329
H 1.341 0.735 0.818 1.81 -1.42 1.04 0.408
H 0.078 1.639 0.779 -2.03 2.45 0.88 0.492
```
Positions in Å, forces in eV/Å.

Kohn-Sham gap ... 7.9854 eV
Highest occupied orbital energy ... -4.737 eV
ΔE to the lowest compared entry with this formula, charge and spin ... 58.51 kcal/mol
Molar mass ... 165.0 Da
Total charge ... -1
Calculated total energy ... -78787.6087 eV
SMILES ... C/C(=N\Br)C(=O)[O-]

Among the records above, which one has the lowest molar mass? C4H6N

Which of these has the highest molar mass? C11H21N3

What is the formula in the fourth record? C4H13N2O

The highest molar mass belongs to which entry? C11H21N3